163
Properties=species:S:1:pos:R:3 method="wB97M-V/def2-TZVPD" total_energy_ha=-3380.49111 charge=+2 spin_multiplicity=2 lumo_energy_ev="-7.626 / -9.104"
In -2.324 -1.053 -1.585
C 1.932 0.946 -0.201
C 0.660 0.321 -0.155
C 0.528 -0.959 0.723
O -0.433 -1.648 0.702
C 1.724 -1.492 1.247
C 2.955 -0.839 1.113
C 3.033 0.450 0.394
O 4.105 1.180 0.358
O 3.916 -1.593 1.576
O -0.368 0.786 -0.776
H 2.032 1.976 -0.510
H 1.478 -2.410 1.761
C -3.354 -5.920 -0.175
C -3.521 -4.453 -0.591
C -4.484 -3.633 0.346
O -4.529 -2.246 -0.081
C -5.592 -1.454 0.521
N -2.209 -3.944 -0.673
H -3.134 -5.971 0.891
H -2.560 -6.490 -0.659
H -4.282 -6.474 -0.316
H -3.961 -4.453 -1.588
H -4.135 -3.633 1.379
H -5.486 -4.062 0.332
H -5.581 -0.436 0.133
H -5.664 -1.438 1.609
H -6.601 -1.834 0.360
H -1.892 -4.162 0.260
H -1.782 -4.639 -1.269
C 2.615 1.118 5.075
C 1.346 1.434 4.279
C 1.697 2.334 3.097
O 1.557 3.693 3.394
C 2.078 4.633 2.561
N 0.616 0.265 3.786
H 3.175 2.052 5.129
H 3.134 0.334 4.522
H 2.440 0.684 6.059
H 0.670 1.891 5.002
H 0.935 2.062 2.367
H 2.617 2.068 2.576
H 3.167 4.655 2.528
H 1.895 5.636 2.946
H 1.749 4.563 1.525
H 1.182 -0.243 3.122
H 0.335 -0.310 4.567
C 0.016 -5.384 1.344
C -0.779 -4.994 2.522
C 0.057 -4.660 3.738
O -0.789 -4.372 4.818
C -0.100 -4.276 6.022
N -1.562 -3.867 2.105
H 0.738 -6.155 1.613
H 0.569 -4.599 0.828
H -0.655 -5.900 0.657
H -1.589 -5.672 2.790
H 0.579 -3.736 3.492
H 0.860 -5.362 3.962
H 0.574 -3.424 5.937
H 0.644 -5.052 6.203
H -0.758 -4.201 6.887
H -1.034 -3.051 1.830
H -1.907 -3.534 2.993
C 4.228 -5.441 4.735
C 4.442 -4.284 3.809
O 3.354 -4.388 2.864
H 4.916 -5.428 5.581
H 4.377 -6.389 4.217
H 3.215 -5.415 5.138
H 5.392 -4.178 3.284
H 4.163 -3.375 4.341
H 3.278 -3.541 2.419
C 4.179 0.812 -3.671
C 4.824 1.977 -2.867
O 3.879 2.858 -2.398
H 3.480 0.152 -3.158
H 4.911 0.204 -4.203
H 3.571 1.189 -4.493
H 5.545 2.466 -3.522
H 5.330 1.667 -1.953
H 3.571 2.415 -1.604
C 5.993 -4.195 -2.173
C 5.194 -3.173 -1.395
O 6.059 -2.313 -0.737
H 5.327 -4.923 -2.634
H 6.761 -4.641 -1.540
H 6.523 -3.840 -3.057
H 4.594 -3.544 -0.564
H 4.563 -2.531 -2.009
H 5.584 -1.943 0.011
C -3.489 0.136 -5.504
O -3.116 0.598 -4.200
C -3.782 1.770 -3.929
C -3.359 2.234 -2.512
N -3.953 1.435 -1.386
C -3.704 2.307 -0.204
C -3.832 1.579 1.167
O -3.299 0.245 1.080
C -3.033 -0.260 2.286
H -3.626 0.887 -6.282
H -4.412 -0.421 -5.344
H -2.762 -0.567 -5.911
H -4.864 1.666 -3.844
H -3.551 2.584 -4.618
H -3.759 3.247 -2.468
H -2.272 2.279 -2.573
H -4.943 1.460 -1.589
H -4.396 3.145 -0.114
H -2.690 2.690 -0.318
H -4.854 1.502 1.540
H -3.419 2.163 1.990
H -3.962 -0.441 2.827
H -2.432 0.348 2.962
H -2.512 -1.197 2.086
C -0.015 1.466 -3.887
O -0.471 0.109 -3.815
C 0.102 -0.824 -4.724
C 0.985 -1.670 -3.809
N 0.167 -2.490 -2.862
C 1.081 -3.292 -2.029
C 0.911 -4.826 -2.392
O -0.431 -5.256 -2.381
C -0.380 -6.612 -2.523
H 1.058 1.328 -4.015
H -0.159 1.986 -2.941
H -0.375 2.069 -4.721
H 0.711 -0.330 -5.481
H -0.649 -1.473 -5.174
H 1.645 -1.048 -3.204
H 1.506 -2.324 -4.508
H -0.162 -3.178 -3.523
H 0.976 -3.171 -0.951
H 2.098 -2.919 -2.154
H 1.465 -5.307 -1.586
H 1.323 -5.043 -3.378
H 0.063 -7.101 -1.656
H 0.099 -7.054 -3.397
H -1.332 -7.144 -2.531
C -0.736 4.599 0.067
O -1.982 5.393 -0.023
C -2.052 6.604 0.687
C -1.217 7.731 0.139
N -1.228 9.042 0.791
C -0.437 9.985 0.122
C -0.640 10.259 -1.329
O -1.946 10.697 -1.730
C -2.203 12.060 -1.661
H 0.154 5.102 -0.312
H -0.750 3.675 -0.511
H -0.637 4.107 1.034
H -1.675 6.451 1.699
H -3.052 6.986 0.894
H -1.466 7.908 -0.908
H -0.194 7.356 0.174
H -1.210 9.248 1.779
H 0.543 9.515 0.044
H -0.301 10.979 0.549
H -0.403 9.461 -2.033
H 0.125 10.891 -1.782
H -3.229 12.400 -1.803
H -1.644 12.528 -2.471
H -1.805 12.484 -0.739